This record from OMol25 describes a 3-piece molecular cluster, C32H54NO10PS overall in a non-equilibrium geometry. The level of theory is the ωB97M-V functional and the def2-TZVPD basis.

Structure (XYZ):
```
99
Properties=species:S:1:pos:R:3:lowdin_charge:R:1
C -0.885 -3.896 -1.743 -0.127
N -1.952 -3.030 -1.234 -0.146
C -1.476 -2.078 -0.211 -0.335
P -1.006 -0.344 -0.901 0.659
C -2.421 -0.438 -2.119 -0.224
S -0.547 1.772 -1.661 0.436
C 0.671 -0.894 -1.496 -0.331
C 1.599 -1.430 -0.405 -0.225
C 3.073 -1.507 -0.868 -0.195
C 3.256 -2.055 -2.272 -0.218
C 4.702 -1.983 -2.780 -0.196
C 5.408 -0.663 -2.461 -0.212
C 4.618 0.582 -2.849 -0.170
C 5.074 1.846 -2.112 -0.217
O 5.314 1.581 -0.741 -0.205
C 6.578 2.046 -0.291 -0.107
C -1.256 0.446 0.749 -0.333
C -2.709 0.955 1.012 -0.221
C -2.830 2.453 1.301 -0.200
C -3.158 3.397 0.135 -0.218
C -4.269 2.932 -0.809 -0.208
C -5.199 4.055 -1.230 -0.184
C -6.048 3.725 -2.452 -0.245
O -5.270 3.296 -3.551 -0.178
C -5.442 1.948 -3.938 -0.107
H -0.549 -3.514 -2.708 0.064
H -1.216 -4.915 -1.916 0.076
H 0.000 -3.896 -1.106 0.059
H -2.664 -3.616 -0.817 0.066
H -0.705 -2.546 0.410 0.074
H -2.328 -1.912 0.450 0.066
H -2.139 -1.012 -2.991 0.051
H -3.327 -0.810 -1.658 0.046
H -2.617 0.565 -2.459 -0.029
H -0.507 1.587 -2.992 -0.193
H 1.154 -0.019 -1.907 0.018
H 0.600 -1.593 -2.320 0.073
H 1.306 -2.446 -0.162 0.077
H 1.586 -0.798 0.478 0.111
H 3.554 -2.202 -0.183 0.119
H 3.519 -0.530 -0.721 0.096
H 2.633 -1.568 -3.016 0.096
H 2.952 -3.101 -2.269 0.115
H 4.713 -2.097 -3.862 0.106
H 5.284 -2.800 -2.361 0.106
H 6.366 -0.604 -2.975 0.113
H 5.656 -0.658 -1.405 0.100
H 3.556 0.478 -2.656 0.091
H 4.712 0.722 -3.925 0.120
H 5.947 2.243 -2.625 0.117
H 4.257 2.563 -2.167 0.122
H 7.373 1.764 -0.980 0.091
H 6.520 3.121 -0.164 0.081
H 6.813 1.577 0.658 0.088
H -0.563 1.268 0.897 0.055
H -1.006 -0.295 1.501 0.076
H -3.005 0.452 1.929 0.099
H -3.393 0.602 0.248 0.081
H -1.911 2.818 1.755 0.106
H -3.599 2.607 2.053 0.106
H -2.282 3.674 -0.432 0.063
H -3.505 4.327 0.589 0.103
H -3.799 2.548 -1.708 0.088
H -4.860 2.125 -0.376 0.115
H -5.854 4.378 -0.423 0.116
H -4.621 4.936 -1.508 0.117
H -6.868 3.048 -2.211 0.115
H -6.518 4.664 -2.750 0.115
H -5.867 1.871 -4.936 0.081
H -6.034 1.369 -3.233 0.085
H -4.462 1.477 -3.988 0.072
O -4.265 -3.659 1.027 0.091
C -4.378 -4.775 1.504 -0.308
C -4.841 -5.928 0.750 0.076
C -4.951 -7.118 1.355 -0.237
O -5.366 -8.210 0.724 0.119
C -4.611 -7.305 2.806 -0.313
O -4.753 -8.411 3.290 0.113
C -4.126 -6.153 3.554 0.078
C -4.013 -4.965 2.948 -0.235
O -3.575 -3.877 3.572 0.117
H -5.086 -5.782 -0.293 0.137
H -5.356 -8.927 1.389 0.124
H -3.868 -6.302 4.593 0.137
H -3.593 -3.158 2.909 0.118
O 4.508 1.643 3.569 0.114
C 4.814 2.711 4.064 -0.311
C 4.743 2.988 5.492 0.075
C 5.086 4.196 5.954 -0.240
O 5.045 4.511 7.245 0.113
C 5.546 5.294 5.040 -0.316
O 5.824 6.371 5.534 0.107
C 5.638 5.012 3.616 0.077
C 5.298 3.803 3.152 -0.227
O 5.361 3.482 1.865 0.090
H 4.410 2.191 6.141 0.135
H 5.340 5.442 7.304 0.121
H 5.985 5.805 2.969 0.136
H 5.054 2.554 1.801 0.107
```

Output
* 2S+1: 1
* calculated total energy: -76145.4515 eV
* structure (SMILES): CNCP(C)(S)(CCCCCCCCOC)CCCCCCCOC.O=C1C=C(O)C(=O)C=C1O.O=C1C=C(O)C(=O)C=C1O
* HOMO-LUMO gap: 0.217 hartree